Record 1
The following is a quantum chemistry calculation of a molecular structure, C8H5Cl2CoF5N2O2S, from the Open Molecules 2025 dataset.

Atoms and positions in Å:
Co: 1.385 0.725 0.228
Cl: 1.598 0.908 2.688
C: 3.369 0.847 2.528
Cl: 3.738 0.720 0.791
H: 3.747 -0.034 3.032
H: 3.793 1.765 2.916
N: 1.271 0.840 -2.087
N: 1.325 2.216 -2.333
C: 1.182 3.123 -1.276
O: 1.152 4.306 -1.496
O: 1.087 2.543 -0.107
H: 2.064 0.378 -2.519
H: 0.422 0.435 -2.469
H: 1.254 2.561 -3.276
F: -4.993 -1.978 0.338
C: -3.696 -1.884 0.308
C: -3.096 -0.625 0.423
F: -3.836 0.454 0.561
C: -1.729 -0.539 0.391
F: -1.160 0.657 0.523
C: -0.904 -1.673 0.244
S: 0.805 -1.575 0.234
C: -1.543 -2.926 0.135
F: -0.819 -4.011 -0.002
C: -2.917 -3.030 0.165
F: -3.501 -4.206 0.061

Calculated values
HOMO (spin up / spin down)	-12.59 / -12.66	eV
spin multiplicity	5
HOMO-LUMO gap (spin up / spin down)	0.33911 / 0.20015	hartree
total charge	+1

---

Record 2
The following is a quantum chemistry calculation of a molecular structure, C8H5ClCoF6N2O8S2, from the Open Molecules 2025 dataset.

Atoms and positions in Å:
Co: -0.310 -0.549 -0.384
F: 2.412 -3.473 1.369
C: 3.463 -2.664 1.263
F: 4.265 -3.144 0.301
F: 4.144 -2.707 2.420
S: 2.958 -0.927 0.853
O: 2.101 -1.087 -0.284
O: 4.210 -0.251 0.699
N: 2.254 -0.441 2.161
S: 0.749 -0.610 2.519
O: 0.147 0.607 2.956
O: -0.002 -1.475 1.610
C: 0.884 -1.626 4.056
F: 1.659 -1.015 4.961
F: -0.325 -1.800 4.600
F: 1.408 -2.827 3.807
O: -0.620 -2.550 -1.084
Cl: -2.051 -2.765 -0.862
O: -2.233 -3.866 0.034
O: -2.700 -3.028 -2.115
O: -2.546 -1.544 -0.271
N: -0.401 1.080 -1.058
C: -1.003 2.062 -1.687
C: -0.300 3.225 -2.166
C: -0.936 4.253 -2.827
C: -2.311 4.233 -3.081
C: -3.024 3.118 -2.631
C: -2.416 2.075 -1.966
H: 0.768 3.265 -1.980
H: -0.344 5.103 -3.160
H: -2.803 5.046 -3.603
H: -4.096 3.062 -2.811
H: -3.001 1.222 -1.640

Calculated values
ΔE to the lowest compared entry with this formula, charge and spin	0.000	eV
HOMO (spin up / spin down)	-0.28 / -0.49	eV
spin multiplicity	4
HOMO-LUMO gap (spin up / spin down)	0.18983 / 0.19739	hartree
total charge	-2

---

Record 3
The following is a quantum chemistry calculation of 2 unconnected molecules or ions with the total composition C8H5ClF6N, from the Open Molecules 2025 dataset.

Atoms and positions in Å:
F: -3.400 -4.293 1.240
C: -2.938 -3.107 0.780
F: -2.191 -3.400 -0.308
F: -4.006 -2.453 0.325
C: -2.102 -2.277 1.864
F: -0.800 -2.265 1.391
F: -2.039 -3.197 2.959
N: -2.686 -1.099 2.183
Cl: -1.593 0.247 2.064
F: 0.622 2.034 1.347
C: 1.220 1.930 0.156
C: 0.431 1.841 -0.975
C: 1.052 1.736 -2.210
C: 2.438 1.715 -2.303
C: 3.208 1.800 -1.151
C: 2.600 1.909 0.092
H: -0.645 1.839 -0.870
H: 0.448 1.662 -3.105
H: 2.916 1.626 -3.270
H: 4.288 1.776 -1.217
H: 3.178 1.975 1.004

Calculated values
HOMO	-3.47	eV
spin multiplicity	1
HOMO-LUMO gap	0.23705	hartree
total charge	-1

---

Record 4
The following is a quantum chemistry calculation of a single C8H5FO2 molecule, from the Open Molecules 2025 dataset.

Atoms and positions in Å:
C: 0.059 2.294 0.584
C: 0.496 1.433 1.515
C: 0.530 0.033 1.313
C: -0.013 -0.489 0.148
C: -0.586 0.296 -0.839
C: -0.538 1.809 -0.649
C: -0.070 -1.953 -0.058
C: 0.193 -2.544 -1.428
H: 0.647 1.831 2.454
H: 0.832 -0.625 2.345
H: -1.008 -0.029 -1.840
H: -1.047 2.394 -1.308
H: 0.546 -1.709 -2.120
O: -0.223 -2.630 0.865
O: 0.096 -3.706 -1.708
F: 0.086 3.595 0.727

Calculated values
ΔE to the lowest compared entry with this formula, charge and spin	0.450	eV
SMILES string	O=CC(=O)c1ccc(F)cc1
HOMO	-9.69	eV
spin multiplicity	1
HOMO-LUMO gap	0.32742	hartree
total charge	0

---

Record 5
The following is a quantum chemistry calculation of 2 unconnected molecules or ions with the total composition C8H5N, from the Open Molecules 2025 dataset.

Atoms and positions in Å:
C: 2.093 2.858 1.747
C: 2.936 2.276 2.315
C: 0.255 -1.316 0.674
C: 0.298 0.025 1.017
C: -0.367 -1.665 -0.546
C: -0.534 0.483 -1.196
C: -0.081 1.051 0.076
C: 0.453 2.186 -0.261
N: -0.635 -0.777 -1.458
H: 0.498 -2.152 1.231
H: 0.489 0.308 2.038
H: -0.486 -2.630 -0.766
H: -0.842 1.151 -2.042
H: 0.137 2.858 -1.008

Calculated values
ΔE to the lowest compared entry with this formula, charge and spin	6.411	eV
HOMO (spin up / spin down)	-9.32 / -8.50	eV
spin multiplicity	1
HOMO-LUMO gap (spin up / spin down)	0.26781 / 0.23372	hartree
total charge	0

---

Record 6
The following is a quantum chemistry calculation of a molecular structure, C8H6Cl2N2O3RhSm, from the Open Molecules 2025 dataset.

Atoms and positions in Å:
Sm: -1.317 0.313 -4.808
Rh: 1.286 1.172 -0.615
Cl: -1.804 -1.603 -3.402
Cl: -0.376 2.473 -1.223
C: 2.599 1.894 -1.630
C: 0.687 -0.804 -4.829
C: 0.673 1.854 -4.600
O: 3.336 2.466 -2.372
O: 1.784 -1.182 -4.982
O: 1.690 2.355 -4.652
N: -1.832 -1.593 3.994
C: -1.076 -1.014 3.050
C: 0.210 -1.488 2.760
C: 0.983 -0.893 1.732
N: 0.477 0.195 1.043
C: -0.706 0.742 1.423
C: -1.528 0.143 2.351
H: -1.539 -2.439 4.444
H: -2.768 -1.260 4.149
H: 0.652 -2.380 3.279
H: 2.043 -1.188 1.479
H: -0.990 1.650 0.837
H: -2.484 0.587 2.574

Calculated values
ΔE to the lowest compared entry with this formula, charge and spin	0.000	eV
HOMO (spin up / spin down)	-22.50 / -23.00	eV
spin multiplicity	10
HOMO-LUMO gap (spin up / spin down)	0.21422 / 0.24117	hartree
total charge	+4

---

Number 1: calculated total energy -102538.4467 eV, maximum force 1.4 eV Å⁻¹. Number 2: calculated total energy -115855.1838 eV, maximum force 1.0 eV Å⁻¹. Number 3: calculated total energy -38694.9952 eV, maximum force 0.5 eV Å⁻¹. Number 4: calculated total energy -15186.8431 eV, maximum force 6.6 eV Å⁻¹. Number 5: calculated total energy -9854.1926 eV, maximum force 8.2 eV Å⁻¹. Number 6: calculated total energy -63424.1170 eV, maximum force 12.3 eV Å⁻¹.